[1]
This record from the OMol25 dataset describes C26H35B2ClF6N8O7W as an isolated structure at a distorted geometry. The level of theory is wB97M-V/def2-TZVPD.

Output
E_HOMO (spin up / spin down) = -11.7 / -11.9 eV
Multiplicity = 4
Frontier orbital gap (spin up / spin down) = 7.03 / 5.42 eV
Total charge = +1
E_LUMO (spin up / spin down) = -4.66 / -6.47 eV

```
86
Properties=species:S:1:pos:R:3:forces:R:3
W 0.2385 0.0266 -0.8599 0.692 1.496 -1.978
Cl 3.1133 -1.0886 -1.7799 0.937 0.147 -0.004
F -2.9502 -1.6723 -4.4239 0.085 -0.090 -0.113
F -0.5276 -1.7841 -5.3792 -0.025 0.041 0.020
F -0.2377 -2.2746 -3.2878 -0.178 -0.066 -0.167
F -2.7183 -1.3376 -2.3079 -0.007 0.068 0.030
F 1.0039 -0.7771 -4.2449 -0.179 -0.050 -0.201
F -3.5679 0.1929 -3.5700 0.000 0.151 0.120
O -0.7271 0.4246 -2.5769 0.787 -0.240 1.284
O 3.3551 -0.4055 -2.9942 0.000 -0.052 0.056
O -1.8932 -1.1907 0.8896 0.162 0.270 -0.208
O 3.7007 -2.3708 -1.7410 -0.238 -0.131 -0.045
O 3.4464 -0.3052 -0.6379 0.031 -0.079 -0.083
O 1.5787 -1.3343 -1.7193 -0.770 0.704 0.749
O -1.2507 -2.8933 -0.5066 0.419 0.090 -0.284
N -0.8801 1.4809 0.2964 0.076 -0.132 0.027
N 1.4904 1.7594 -1.0705 0.104 -0.174 -0.119
N 2.0067 2.1632 0.1254 -0.016 -0.076 0.012
N 1.3603 0.4314 1.8961 0.337 -0.018 0.090
N 1.9375 2.8146 2.5108 -0.185 -0.031 0.094
N -0.2201 2.1929 1.2589 0.023 0.195 -0.101
N 3.0468 2.3429 3.1493 0.059 0.078 0.085
N 1.1787 -0.5346 0.9471 -0.126 0.140 -0.118
C -2.3025 -3.5092 0.3281 -0.151 -0.047 0.097
C 1.8538 -1.5024 2.8393 -0.025 -0.062 -0.070
C -3.3989 -3.9520 -0.6253 0.088 0.079 -0.025
C -2.7167 -2.3406 1.3261 -0.114 -0.174 0.043
C -1.0683 3.0359 1.8446 0.002 -0.075 0.062
C 2.2137 2.3355 -2.0504 -0.089 0.098 0.049
C 1.7491 -0.1350 3.0336 -0.122 -0.086 0.090
C -2.6258 -0.7562 -3.5188 0.037 0.094 0.052
C 1.8844 2.2020 -3.4951 0.062 -0.016 0.056
C -0.2357 -1.2759 -4.1834 0.077 0.006 0.087
C -2.3468 -2.5847 2.7776 0.034 0.026 -0.079
C -1.6829 -4.7242 0.9929 0.036 0.070 -0.037
C 1.8354 4.1619 2.6937 0.010 -0.064 -0.096
C 2.8685 4.5583 3.4923 0.068 0.016 0.046
C 4.8542 3.2151 4.5506 -0.013 0.009 -0.047
C -1.2109 -0.1498 -3.7534 -0.111 -0.261 -0.244
C -2.1558 1.9265 0.2854 -0.004 -0.131 0.072
C -1.2981 0.8761 -4.8785 -0.038 -0.027 0.041
C -4.1667 -1.9077 1.2143 0.108 0.026 -0.049
C 3.0468 2.9711 -0.1045 0.067 0.037 -0.022
C -3.1900 1.4215 -0.6449 -0.038 -0.050 0.007
C -2.3069 2.9099 1.2509 -0.021 -0.015 0.026
C 3.6021 3.3758 3.7540 -0.024 0.014 -0.071
C 1.5258 -1.7275 1.5147 0.002 0.025 0.122
C 3.2109 3.1113 -1.4657 0.032 -0.075 -0.050
C 1.6713 -3.0230 0.7947 0.023 0.035 -0.061
B -1.1264 -1.6262 -0.1272 -1.710 -1.707 0.975
B 1.2886 1.9253 1.4855 0.022 0.032 0.000
H 1.5434 -3.8423 1.4998 -0.031 -0.004 0.006
H -0.7578 3.6516 2.6688 0.059 0.041 0.024
H -3.2058 3.4494 1.4910 -0.007 0.004 -0.023
H 4.9408 2.1934 4.9141 0.009 0.005 0.019
H -1.8212 0.4503 -5.7333 -0.002 0.025 -0.022
H -2.6521 -1.7240 3.3716 -0.001 -0.008 0.011
H 5.7287 3.4266 3.9335 0.007 0.019 0.019
H -3.4710 0.3962 -0.4035 0.036 0.032 -0.043
H 0.9903 -3.1515 -0.0382 -0.005 -0.038 0.010
H -4.2029 -4.4466 -0.0812 -0.008 0.000 0.005
H -2.8590 -3.4684 3.1574 0.001 0.006 0.034
H 1.0708 4.7514 2.2188 -0.062 -0.001 -0.027
H 2.5499 1.4916 -3.9823 -0.043 0.033 0.003
H 4.8684 3.9005 5.3961 0.001 -0.019 0.019
H 0.8602 1.8651 -3.6094 0.029 0.030 -0.025
H -0.8785 -4.4602 1.6752 0.013 -0.004 -0.002
H 3.9524 3.6962 -1.9806 -0.010 0.029 0.013
H 3.0740 5.5537 3.8467 -0.002 0.005 -0.002
H 1.9998 3.1708 -3.9785 -0.014 0.014 -0.001
H -0.2989 1.1671 -5.1917 -0.012 -0.015 -0.029
H -3.8081 -3.1191 -1.1907 -0.031 -0.044 0.020
H -1.2782 -5.3752 0.2188 -0.021 -0.017 0.005
H 2.6857 -3.0880 0.3962 -0.008 0.007 0.011
H -2.4424 -5.2792 1.5434 0.006 -0.005 0.022
H 2.1723 -2.2389 3.5559 0.012 0.002 0.000
H -1.8373 1.7544 -4.5314 0.002 -0.009 0.022
H -4.8311 -2.7228 1.5004 -0.013 0.010 0.011
H -4.0762 2.0489 -0.5857 -0.006 -0.008 0.014
H 3.5955 3.4142 0.7102 -0.029 -0.010 0.033
H 1.9452 0.4553 3.9107 0.039 0.024 -0.087
H -2.9745 -4.6623 -1.3338 -0.014 -0.023 0.009
H -4.4132 -1.5969 0.2005 -0.044 -0.039 0.007
H -2.8118 1.4505 -1.6585 -0.032 -0.028 -0.195
H -4.3414 -1.0678 1.8859 -0.011 -0.003 0.013
H -1.2723 -2.7163 2.8991 0.000 -0.027 0.007
```
Forces are in eV/Å.

---

[2]
This record from the OMol25 dataset describes C27H26F3N2O3SSe2W as an isolated structure at a distorted geometry. The level of theory is wB97M-V/def2-TZVPD.

Output
E_HOMO (spin up / spin down) = -3.1 / -3.6 eV
Multiplicity = 3
Frontier orbital gap (spin up / spin down) = 5.14 / 5.61 eV
Total charge = -1
E_LUMO (spin up / spin down) = 2.04 / 2.04 eV

```
65
Properties=species:S:1:pos:R:3:forces:R:3
W -0.6810 1.3878 0.7709 1.196 0.546 3.189
Se -0.6065 1.3878 3.4298 -0.974 -0.238 -0.642
Se 1.9780 1.3878 0.8454 0.251 -0.047 -0.915
S -1.8740 1.1739 -2.1852 -0.111 -0.223 -3.094
F -0.0874 -8.2351 1.3599 -1.593 0.054 0.425
F -1.5585 -7.8318 3.0125 0.415 -0.190 -1.812
F -2.2751 -7.9660 0.8897 1.245 -0.350 1.000
O 3.7240 0.0808 5.1255 -0.532 -0.908 1.579
O 1.3156 3.6297 2.7710 0.025 1.806 0.090
O -0.6810 5.8747 0.7709 0.093 1.049 0.051
N -0.6810 1.3878 -1.2877 3.318 0.612 2.755
N -0.6810 3.4454 0.7709 -0.291 6.102 -0.498
C -2.0895 3.5453 -5.5115 0.041 -0.288 0.382
C 2.2696 3.2620 3.7272 0.437 -0.281 0.438
C -1.0225 -6.0664 1.4891 0.076 0.532 0.185
C -0.8796 3.7028 -3.0069 0.069 -0.417 0.433
C -1.5894 2.5453 -3.3460 -1.135 0.763 -1.366
C -1.3261 -2.4186 -4.0204 0.217 0.284 0.111
C 2.9371 1.0771 2.5256 -0.029 -0.248 0.653
C -0.1646 -2.2592 -4.7737 -0.186 0.132 0.186
C 1.0757 1.0699 4.3832 0.828 -0.075 -0.229
C -1.2346 -7.5430 1.6974 0.036 0.835 0.104
C 0.5220 -1.0462 -4.7407 -0.301 0.211 0.454
C 0.0441 0.0089 -3.9579 -0.114 0.094 0.141
C -0.7490 4.7568 -3.9163 -0.243 -0.421 -0.143
C -0.6810 4.6987 0.7709 -0.107 -6.697 -0.038
C -1.8016 -1.3614 -3.2403 0.066 0.191 0.000
C -0.5596 -4.2076 -0.0161 -0.178 -1.092 0.313
C 3.4906 1.4548 4.9398 -0.126 1.080 -0.098
C -0.7413 -3.3113 1.0438 -0.052 1.052 -0.227
C -0.6810 -0.6953 0.7709 -0.224 1.274 -0.307
C -1.1259 -0.1360 -3.2028 -1.090 -1.149 -1.227
C -1.1654 -5.1547 2.5498 0.074 0.078 -0.526
C -0.7015 -5.5822 0.2070 -0.123 0.441 0.419
C -1.3503 4.6759 -5.1709 0.056 -0.107 0.249
C -0.6970 -1.8942 0.8410 0.085 -2.497 0.037
C 2.4022 1.7180 3.8537 -0.142 0.019 -0.143
C -2.2150 2.4935 -4.5998 0.070 0.193 0.006
C -1.0257 -3.7874 2.3247 -0.067 -0.905 0.158
H 3.1824 -0.2063 5.9063 0.771 0.312 -1.325
H 3.9572 1.4722 2.3282 -0.566 -0.171 0.174
H 1.3015 4.6220 2.7605 -0.115 -1.365 -0.124
H 0.2091 -3.0794 -5.3780 -0.045 0.089 0.045
H -0.1843 5.6385 -3.6315 -0.075 -0.126 0.009
H -2.7029 -1.4849 -2.6463 0.076 -0.029 -0.075
H 0.2260 1.3913 -1.7760 -0.439 0.016 0.400
H 1.4320 -0.9135 -5.3165 -0.099 0.003 0.085
H -1.4072 -5.4882 3.5497 0.009 -0.164 -0.064
H -1.2532 5.4962 -5.8746 -0.009 -0.080 0.060
H 0.5880 0.9481 -3.9314 -0.025 -0.021 -0.118
H 3.0333 -0.0224 2.6498 -0.106 0.732 0.098
H -0.3362 -3.8465 -1.0136 0.011 0.073 0.140
H 3.2555 3.6908 3.4351 -0.198 -0.300 0.318
H -0.5830 -6.2684 -0.6228 0.000 -0.060 0.052
H 3.2092 1.9337 5.9085 -0.029 -0.189 -0.556
H -2.5764 3.4773 -6.4787 0.052 -0.001 0.090
H 1.2001 -0.0305 4.4670 0.059 0.646 -0.146
H -2.8067 1.6208 -4.8622 0.065 0.050 -0.059
H 1.9725 3.6855 4.7139 0.315 -0.274 -0.188
H 4.4545 1.9256 4.6471 -0.471 -0.281 -0.058
H -0.4298 3.7833 -2.0208 -0.042 -0.047 -0.009
H -1.8636 -3.3609 -4.0307 0.057 0.092 0.012
H -2.4270 1.3878 0.7709 -0.311 -0.046 -0.160
H 0.8793 1.4549 5.4073 0.098 -0.123 -0.530
H -1.1630 -3.0948 3.1469 0.041 0.047 -0.168
```
Forces are in eV/Å.

---

[3]
This record from the OMol25 dataset describes C29H31As2BrCsIN4O7S as an isolated structure at a distorted geometry. The level of theory is wB97M-V/def2-TZVPD.

Output
E_HOMO = -2.6 eV
Frontier orbital gap = 5.94 eV
Total charge = -2
E_LUMO = 3.37 eV

```
77
Properties=species:S:1:pos:R:3:forces:R:3
Cs 6.2488 -15.8808 9.0746 -0.046 -0.725 0.112
I 0.5812 -13.2163 12.6831 0.373 -0.946 -0.545
Br 3.5764 -9.5448 4.2651 -0.071 -0.524 1.255
As 6.7311 -17.1063 14.2726 -0.579 -0.829 0.010
As 9.0644 -17.7981 11.7596 0.235 -0.163 -0.257
S 4.9142 -20.1199 11.2127 0.306 0.294 0.335
O 4.6785 -13.4329 9.4222 0.139 0.215 0.025
O 6.9801 -20.7479 6.9197 -0.277 -0.223 -0.094
O 7.2481 -18.6821 7.7376 -0.469 0.290 0.311
O 5.8849 -11.5738 9.1032 1.005 1.058 0.233
O 4.2961 -19.0445 12.0304 -0.155 -0.230 -0.547
O 8.4153 -11.3817 13.9799 -1.517 0.901 -0.021
O 5.5231 -21.1738 12.0444 -0.447 0.544 -0.697
N 2.0053 -16.4388 10.1418 0.000 0.502 0.628
N 2.1010 -12.7301 6.4940 -0.261 0.197 -0.008
N 5.7706 -19.4654 10.0940 -0.811 -0.252 0.670
N 2.3615 -16.8491 11.3624 0.942 -1.543 0.356
C 9.2355 -21.1826 14.2345 -0.251 -0.386 0.574
C 2.6783 -21.9436 11.0503 0.162 -0.295 -0.999
C 1.1160 -22.0640 9.1386 1.108 1.042 -0.378
C 3.4580 -20.9508 10.4484 -0.586 -0.236 -0.276
C -0.1648 -22.5931 8.5595 -0.244 -0.067 0.235
C 8.3672 -20.8856 15.3000 0.419 -0.339 -0.514
C 4.9533 -17.9109 14.7666 0.536 -0.048 -1.149
C 1.5993 -22.5193 10.3625 -0.535 -0.336 0.951
C 1.3667 -14.9519 11.7349 -0.398 0.333 0.326
C 3.0445 -20.5747 9.1857 -0.536 0.679 -1.498
C 7.4044 -16.5042 16.0343 -0.383 -0.598 0.138
C 1.3905 -15.2835 10.3690 0.050 0.220 -0.560
C 2.2910 -11.6884 5.6862 0.210 0.124 -0.508
C 1.8783 -21.0515 8.5273 0.651 -0.483 1.007
C 1.9855 -16.0196 12.3488 0.126 -0.089 -0.302
C 9.6596 -19.0851 10.3920 -0.327 0.191 0.452
C 6.8758 -19.8887 7.8101 0.572 0.129 0.572
C 7.7610 -18.8221 14.2237 -0.369 0.882 -0.113
C 8.6391 -19.1013 13.1817 -0.048 0.354 -0.100
C 9.3339 -20.3026 13.1821 0.162 0.069 -0.075
C 2.9371 -12.8702 7.5084 0.613 1.722 -0.582
C 7.4379 -10.7962 13.9754 1.508 -0.909 0.007
C 3.9461 -11.9149 7.7728 -0.489 -1.319 0.748
C 3.3196 -10.7551 5.8038 -0.661 -0.295 0.116
C 4.9357 -12.3120 8.9047 -0.859 -0.838 -0.376
C 7.6124 -19.7310 15.2626 0.020 -0.077 0.309
C 6.4408 -20.4262 9.2285 -0.434 -0.411 -0.781
C 10.8803 -17.3973 12.4640 -0.379 -0.611 0.884
C 4.0987 -10.8122 6.9603 0.779 0.236 -0.921
H 10.7630 -16.8405 13.4001 0.059 0.068 -0.164
H 9.9469 -18.5796 9.4897 0.171 0.425 -0.379
H 7.0674 -15.4827 16.2138 0.119 -0.063 0.067
H 4.1795 -17.2079 14.4616 -0.017 0.212 0.388
H 1.5930 -11.6264 4.8744 -0.149 0.131 -0.476
H -0.6158 -21.8577 7.8718 0.074 -0.306 0.357
H 4.9184 -10.1219 7.1585 -0.182 -0.138 0.000
H 1.0370 -14.7365 9.5168 -0.217 0.287 -0.014
H 7.3711 -20.7389 9.6833 0.420 -0.340 0.168
H 10.4834 -19.7068 10.7411 -0.088 -0.020 -0.119
H 11.3995 -18.3402 12.7241 -0.147 0.444 -0.336
H 1.6303 -20.6543 7.5411 0.000 -0.089 0.304
H 5.8655 -21.3747 9.0944 0.242 0.593 -0.141
H 8.7688 -19.6482 10.1408 0.090 -0.302 -0.021
H 3.6337 -19.8483 8.6285 0.042 0.004 0.262
H 3.0003 -22.3474 11.9798 0.064 -0.234 0.738
H 4.8659 -18.2254 15.7943 -0.014 0.062 0.393
H 6.9151 -19.5290 16.0748 0.091 0.004 -0.148
H 7.1074 -17.1673 16.8722 0.136 0.363 -0.459
H -0.8324 -22.7826 9.4237 -0.016 0.040 -0.698
H 1.0199 -23.3431 10.8285 0.515 0.545 -0.043
H 9.8194 -22.1090 14.2201 -0.262 0.300 0.095
H 2.1648 -16.3046 13.3645 0.094 0.242 0.297
H 11.4401 -16.8052 11.7606 0.266 0.164 -0.304
H 9.9731 -20.5078 12.3358 0.070 -0.294 0.197
H 8.4809 -16.5532 15.9049 0.207 0.237 0.252
H 8.2734 -21.5649 16.1364 -0.012 -0.093 0.015
H -0.0378 -23.5361 8.0052 0.038 0.226 0.179
H 2.9786 -17.6981 11.4895 -0.639 0.715 -0.186
H 2.8360 -13.7132 8.1435 0.007 -0.605 0.433
H 4.8008 -18.7559 14.0735 0.251 0.212 0.385
```
Forces are in eV/Å.

---

Energy, respectively: -3152.41537 -6947.35501 -9631.01945 Ha.
Energy above the lowest of the compared OMol25 structures with the same formula, charge and spin, respectively: 2.4511 0.0000 0.0000 eV.